Formula: C51H68CaNO4P3
Source: the OMol25 dataset
Level of theory: ωB97M-V with the def2-TZVPD basis set

Geometry as XYZ:
```
128
Properties=species:S:1:pos:R:3:forces:R:3
Ca -22.26111 10.36837 -4.43911 1.073 -2.962 0.543
C -22.00145 8.35937 -10.13225 -0.427 -1.006 1.722
N -23.03686 9.35017 -10.07754 -0.591 -0.843 0.752
C -24.12960 9.15851 -9.12055 0.101 0.453 -1.301
P -24.11599 10.15369 -7.48874 -0.153 0.206 -0.756
C -25.64923 9.54693 -6.71471 -0.670 -0.757 -0.077
C -25.94646 8.17222 -6.89226 1.242 1.150 -0.034
C -26.54622 7.51007 -5.84267 0.046 -0.829 -1.576
C -27.17634 8.17504 -4.86483 -0.054 1.796 1.950
C -27.10765 9.59931 -4.77137 -0.269 -0.664 -1.179
C -26.33811 10.29261 -5.70705 0.566 -0.910 -0.635
C -24.61515 11.75702 -8.19696 -1.040 -0.897 -0.236
C -23.76493 12.81623 -8.26942 2.237 0.259 0.518
C -24.09839 14.05953 -8.70946 -1.612 1.721 -0.100
C -25.45037 14.29060 -9.04651 1.817 0.588 0.356
C -26.26034 13.22343 -9.11868 -1.538 -1.974 -0.492
C -25.87340 11.94588 -8.74443 -0.635 -0.707 0.330
C -22.85440 10.48917 -10.87231 -0.997 0.142 -0.820
C -21.67093 11.20867 -10.90585 -0.797 0.040 0.140
C -21.59542 12.29262 -11.74298 1.127 0.863 0.027
C -22.61086 12.69377 -12.58072 0.776 0.670 0.264
C -23.79185 12.01242 -12.50874 -1.040 -0.386 -0.427
C -23.89116 10.86935 -11.72902 -1.258 -0.341 0.394
P -20.70125 8.71723 -8.78953 0.488 -1.068 -0.772
C -20.30841 7.05026 -8.14404 0.437 0.500 0.461
C -18.97282 6.61025 -8.15316 0.361 -0.362 0.770
C -18.61110 5.35913 -7.67006 -2.770 0.791 0.038
C -19.64979 4.54167 -7.16907 2.616 -0.204 -0.007
C -20.89993 5.01266 -7.03739 -2.285 1.468 0.741
C -21.25310 6.32369 -7.46552 -0.810 -1.235 -0.782
C -19.25201 8.87432 -9.85618 2.064 -0.337 -1.105
C -18.32378 9.89349 -9.55922 -2.737 -0.851 0.488
C -17.46979 10.33060 -10.51849 1.936 2.671 -0.449
C -17.16972 9.60677 -11.64094 0.084 -0.505 -0.876
C -17.75941 8.33608 -11.74000 -1.150 -0.723 -0.497
C -18.89322 7.99048 -10.96919 1.192 0.741 1.647
H -21.54885 8.27635 -11.11943 0.045 0.219 0.066
H -22.41461 7.34169 -9.85728 0.284 0.984 -0.416
H -24.17607 8.08902 -8.92451 0.027 0.078 0.091
H -25.10343 9.46592 -9.58390 0.703 -0.290 0.338
H -25.63816 7.62675 -7.79165 0.140 0.191 0.679
H -26.54512 6.44511 -5.84053 -0.337 -0.715 -0.168
H -27.64363 7.54178 -4.13231 -0.464 0.372 0.473
H -27.73530 10.12377 -4.07673 -0.009 0.152 0.364
H -26.24406 11.38065 -5.81243 -0.147 -0.341 0.671
H -22.74945 12.65960 -7.93643 0.326 0.015 0.059
H -23.43115 14.91773 -8.68499 0.179 -0.403 -0.022
H -25.89569 15.25022 -9.20705 0.343 0.574 -0.346
H -27.24835 13.30461 -9.51934 -0.564 0.326 -0.007
H -26.59919 11.11050 -8.81894 0.490 0.634 0.094
H -20.87332 11.00106 -10.23547 0.597 -0.219 0.374
H -20.73454 12.95082 -11.67864 0.231 -0.316 -0.150
H -22.39280 13.57231 -13.18485 -0.615 -0.183 -0.024
H -24.66539 12.35587 -13.04843 0.065 -0.142 -0.227
H -24.85434 10.27809 -11.74722 1.246 0.724 0.100
H -18.22770 7.34557 -8.38470 0.414 -0.128 -0.497
H -17.63265 5.01739 -7.55388 1.524 -0.251 -0.225
H -19.30876 3.59725 -6.76569 -0.524 -0.223 0.007
H -21.63903 4.47174 -6.46345 -0.102 -0.369 -0.244
H -22.31489 6.68150 -7.48848 0.926 -0.464 0.447
H -18.42406 10.38145 -8.59357 -0.059 0.432 -0.252
H -17.05322 11.37037 -10.39828 -0.052 -1.345 -0.023
H -16.49234 10.00665 -12.43168 -0.545 -0.523 0.888
H -17.42966 7.59897 -12.49465 -0.139 0.630 0.414
H -19.21610 6.92782 -10.96144 -0.381 1.046 -0.437
O -21.26828 8.04648 -4.17671 -1.011 -0.167 0.346
H -21.93119 7.39613 -3.82433 0.994 0.762 -0.621
H -20.61981 7.56763 -4.70669 -0.038 -0.184 0.008
O -24.01731 8.57199 -3.96240 0.181 -0.072 1.219
H -24.71246 8.10620 -3.45293 0.478 0.584 -0.112
H -24.30734 8.44832 -4.85527 -0.585 -0.228 -1.300
O -20.99804 10.83863 -6.34942 0.196 1.403 0.127
H -20.99606 10.12638 -7.03546 0.123 0.209 -0.540
H -20.84855 11.71116 -6.80758 -0.089 -1.492 0.499
O -23.27903 13.50584 -5.29653 0.465 -4.731 1.874
C -23.15224 12.42180 -4.90206 -1.378 6.965 -2.261
C -16.53992 9.14483 -1.35927 -0.807 0.418 1.568
C -17.87778 8.60186 -0.69699 -0.130 0.981 -1.499
C -19.09093 9.22263 -1.47599 0.346 -0.013 -1.003
C -18.91498 10.75704 -1.84336 -0.459 -1.451 0.386
C -17.80803 10.82408 -2.87874 1.671 -0.548 -0.849
C -16.72587 9.63200 -2.78599 -0.195 2.111 0.420
P -20.51917 11.58790 -2.30635 0.795 0.669 0.518
C -20.18412 13.45952 -2.44706 0.100 -0.077 -0.125
C -19.66669 14.21692 -1.20433 -0.021 0.018 0.781
C -18.81542 15.46745 -1.58897 0.672 -1.278 -0.128
C -19.25915 16.19072 -2.85209 2.047 1.115 0.094
C -19.28206 15.28650 -4.04734 1.632 -0.803 0.118
C -19.26719 13.80920 -3.66313 -1.606 -0.581 0.533
C -21.55120 11.53460 -0.73969 -0.446 -0.309 -1.550
C -22.81954 10.68917 -1.07592 0.488 0.629 -0.508
C -23.77167 10.68179 0.10055 -1.376 -0.361 -0.223
C -23.11067 10.06336 1.34692 -0.167 -0.473 0.633
C -21.56098 10.18423 1.39386 0.547 -1.338 0.706
C -20.86890 11.25436 0.58705 -0.105 1.424 0.066
H -15.77120 8.36825 -1.31137 -0.011 0.276 0.101
H -16.25771 9.99244 -0.69143 0.328 -0.472 -0.664
H -17.95141 8.82963 0.37690 0.199 0.000 -0.378
H -17.90526 7.52631 -0.82367 -0.204 -0.245 0.111
H -20.02857 8.95584 -1.04410 -0.801 0.315 1.150
H -19.24555 8.68615 -2.42801 0.623 0.178 -0.054
H -18.60501 11.23937 -0.92739 0.309 0.347 0.168
H -17.12408 11.67531 -2.73189 -0.833 0.204 0.068
H -18.15260 10.88850 -3.93901 -0.028 -0.077 0.738
H -15.82305 10.21335 -3.10760 -0.382 -1.316 0.010
H -16.93476 8.79720 -3.42981 -0.093 -0.218 -0.531
H -21.24555 13.76321 -2.65561 0.784 0.229 -0.031
H -19.06643 13.57170 -0.50547 -0.391 0.431 -0.779
H -20.50790 14.55008 -0.60032 -0.251 -0.043 0.060
H -17.78499 15.04730 -1.64004 -0.372 0.801 -0.335
H -18.82513 16.21489 -0.82218 0.067 0.066 0.849
H -18.53241 17.05730 -3.05230 -1.034 -1.153 0.392
H -20.18834 16.65894 -2.65584 -1.174 0.396 0.118
H -18.37717 15.47139 -4.64154 -0.198 -0.094 -0.008
H -20.08866 15.43783 -4.70277 -1.279 0.532 -0.765
H -18.26512 13.43735 -3.45917 -0.085 -0.101 -0.267
H -19.78542 13.27831 -4.45552 0.734 -0.488 -0.731
H -21.96913 12.52215 -0.67082 -0.054 0.765 -0.119
H -22.53615 9.66789 -1.37711 -0.096 0.020 0.060
H -23.30611 11.20581 -1.97443 0.346 -0.639 0.878
H -24.67696 10.07703 -0.19214 0.731 0.576 0.430
H -24.15914 11.71318 0.26064 0.432 -0.548 0.080
H -23.40158 8.96730 1.41218 0.494 1.253 -0.150
H -23.48128 10.49311 2.29450 -0.235 0.006 -0.653
H -21.18242 9.16179 1.12012 0.103 0.991 0.400
H -21.24712 10.45910 2.41914 -0.248 -0.970 -0.260
H -19.78260 11.14983 0.49359 -0.338 -0.741 0.065
H -20.89576 12.20755 1.15655 -0.297 -0.424 -0.177
```
Positions in Å, forces in eV/Å.

## Properties
- ΔE to the lowest compared entry with this formula, charge and spin: 3.927 eV
- Maximum force: 0.1449 hartree/bohr
- Kohn-Sham gap: 5.9787 eV
- LUMO energy: -6.0 eV
- Total charge: +2

Löwdin atomic charge list, values in e, 8 entries: 1.16 -0.26 -0.21 -0.28 1.07 -0.41 -0.08 -0.12


Formula: C4H6N2O2
Source: the OMol25 dataset
Level of theory: ωB97M-V with the def2-TZVPD basis set

Geometry as XYZ:
```
14
Properties=species:S:1:pos:R:3:forces:R:3
C 0.15502 2.19168 1.18339 0.709 1.605 -0.929
C 0.11231 0.24768 -0.31360 1.028 -1.666 -0.240
C -1.02041 -0.51277 -0.07737 0.084 1.273 3.678
C 0.40578 -2.03894 -0.85080 7.564 -1.703 -6.033
H 0.76717 3.14050 1.26829 -0.122 -1.456 -0.005
H 0.08788 1.69432 2.18567 0.402 -0.295 -1.369
H -0.80231 2.64037 0.92083 -0.361 -0.644 -0.095
H -1.92896 -0.44919 0.61551 1.575 0.878 -1.300
H -1.90278 -2.14194 -1.27670 2.944 -0.307 2.811
H 2.08874 -0.59442 -1.08723 -4.254 -0.526 0.201
N -0.59521 -1.90748 -0.07361 -9.010 -0.072 -1.394
N 0.94703 -0.73384 -1.00752 3.935 1.985 0.981
O 0.72544 1.48195 -0.02482 -2.367 -1.547 1.254
O 0.96030 -3.01792 -1.46202 -2.127 2.476 2.439
```
Positions in Å, forces in eV/Å.

## Properties
- ΔE to the lowest compared entry with this formula, charge and spin: 7.195 eV
- Maximum force: 0.1910 hartree/bohr
- Kohn-Sham gap: 6.3844 eV
- LUMO energy: -1.9 eV

Löwdin atomic charge list, values in e, 8 entries: -0.04 -0.27 -0.15 -0.66 0.10 0.10 0.08 0.12


> Which value of maximum force does entry 1 give?

0.1449 hartree/bohr